47
Properties=species:S:1:pos:R:3 method="wB97M-V/def2-TZVPD" total_energy_ha=-5708.2269 gap_ha="0.32215 / 0.23764" total_charge=0 fmax_ha_per_bohr=0.00727 spin_multiplicity=5 s2=6.02
Pd 0.62 0.48 0.59
C -0.55 -1.61 3.50
C 0.27 -0.35 3.33
C -0.36 0.88 3.11
C 0.38 2.06 3.13
C 1.75 2.02 3.31
C 2.39 0.80 3.48
C 1.66 -0.37 3.50
H -0.84 -1.71 4.55
H 0.02 -2.50 3.23
H -1.46 -1.57 2.91
H -1.44 0.92 3.01
H -0.12 3.00 2.97
H 2.33 2.94 3.28
H 3.47 0.76 3.57
H 2.16 -1.32 3.64
C 0.50 1.24 -2.78
Ge -1.02 1.88 -1.74
C -2.46 0.58 -1.49
C -1.75 3.41 -2.69
C -0.34 2.32 0.02
H 0.20 0.96 -3.79
H 1.02 0.41 -2.31
H 1.23 2.05 -2.85
H -2.77 0.14 -2.44
H -3.32 1.09 -1.05
H -2.15 -0.21 -0.81
H -2.16 3.06 -3.64
H -0.97 4.15 -2.89
H -2.55 3.89 -2.12
H 0.14 3.22 0.40
Se 0.43 -1.94 0.35
C -0.50 -2.78 -1.06
C -0.98 -4.06 -0.83
C -1.65 -4.70 -1.86
N -1.84 -4.16 -3.07
C -1.35 -2.94 -3.27
C -0.69 -2.20 -2.31
H -0.83 -4.56 0.12
H -2.05 -5.70 -1.71
H -1.50 -2.52 -4.26
H -0.32 -1.21 -2.53
F 3.89 1.25 -1.39
B 3.53 0.84 -0.12
F 2.63 1.80 0.47
F 4.60 0.63 0.74
F 2.73 -0.38 -0.21

=====

47
Properties=species:S:1:pos:R:3 method="wB97M-V/def2-TZVPD" total_energy_ha=-2181.5013 gap_ha="0.18332 / 0.24439" total_charge=+2 fmax_ha_per_bohr=0.03801 spin_multiplicity=6 s2=8.89
C 0.46 2.86 0.00
N 0.56 1.61 -0.51
N 0.83 1.73 -1.85
C 0.77 3.04 -2.19
C 0.53 3.79 -1.04
B 1.10 0.46 -2.69
N 2.15 -0.48 -2.00
N 2.05 -0.80 -0.65
C 3.10 -1.61 -0.36
C 3.83 -1.86 -1.53
C 3.19 -1.14 -2.54
Mn 0.14 -0.16 0.26
N -0.21 -0.39 -2.68
N -0.70 -0.87 -1.47
C -1.76 -1.66 -1.75
C -2.02 -1.59 -3.14
C -1.01 -0.79 -3.68
H -2.26 -2.24 -0.99
H -0.80 -0.49 -4.69
H -2.84 -2.04 -3.66
H 1.47 0.73 -3.80
H 3.41 -1.07 -3.60
H 0.88 3.33 -3.22
H 4.70 -2.48 -1.63
H 0.42 4.87 -0.97
H 3.28 -1.99 0.64
H 0.38 3.01 1.07
H -0.06 -2.61 1.09
C 0.54 -2.70 2.01
H 1.28 -3.51 1.90
H 1.07 -1.77 2.19
H -0.11 -2.94 2.86
C 0.73 1.21 3.41
C -0.67 0.88 3.10
C -1.80 1.16 3.91
C -2.93 0.74 3.18
C -2.47 0.25 1.94
C -3.27 -0.19 0.79
N -1.09 0.31 1.91
H 0.77 2.24 3.79
H 1.42 1.12 2.54
H 1.11 0.56 4.21
H -1.75 1.62 4.89
H -3.98 0.80 3.47
H -3.30 -1.29 0.71
H -4.30 0.18 0.89
H -2.83 0.18 -0.15

=====

44
Properties=species:S:1:pos:R:3 method="wB97M-V/def2-TZVPD" total_energy_ha=-2042.4832 gap_ha="0.13414 / 0.15113" total_charge=-2 fmax_ha_per_bohr=0.08304 spin_multiplicity=4 s2=3.77
C 0.35 -1.17 -1.82
C 1.23 -0.04 -1.88
C 0.38 1.15 -1.88
C 2.66 -0.08 -2.34
C -0.99 0.71 -1.95
C -1.02 -0.70 -1.91
C -2.23 -1.56 -1.94
C 0.75 -2.60 -1.98
C 0.84 2.54 -2.24
C -2.18 1.60 -2.11
Tc 0.41 0.03 0.03
Cl 2.65 1.36 0.37
Cl 2.08 -1.37 0.79
O -1.29 0.91 0.79
H 3.09 -1.06 -2.12
H 3.22 0.66 -1.79
H 2.76 0.13 -3.41
H 1.79 2.77 -1.76
H 0.10 3.27 -1.94
H 0.99 2.63 -3.33
H -2.00 2.58 -1.67
H -3.06 1.15 -1.64
H -2.39 1.74 -3.17
H -3.08 -1.05 -1.46
H -2.06 -2.50 -1.41
H -2.51 -1.79 -2.98
H 1.74 -2.77 -1.57
H 0.76 -2.89 -3.05
H 0.03 -3.25 -1.46
H -1.67 1.77 0.53
O -0.67 -1.45 0.99
H -1.53 -1.16 1.36
Te 0.80 2.64 1.47
C 0.69 1.45 3.21
C -0.58 1.58 3.81
C -0.83 0.93 5.02
C 0.17 0.14 5.61
C 1.41 -0.02 4.98
C 1.69 0.63 3.77
H -1.34 2.18 3.29
H -1.80 1.05 5.50
H -0.03 -0.36 6.55
H 2.18 -0.65 5.45
H 2.63 0.51 3.24

=====

57
Properties=species:S:1:pos:R:3 method="wB97M-V/def2-TZVPD" total_energy_ha=-5281.6455 gap_ha="0.22398 / 0.17839" total_charge=-1 fmax_ha_per_bohr=0.08370 spin_multiplicity=2 s2=1.22
Mg 0.38 0.16 1.13
C -1.04 2.29 -1.66
C -1.67 1.13 -1.39
C -2.58 0.46 -2.23
C -3.14 -0.71 -1.74
C -2.88 -1.22 -0.48
C -1.97 -0.58 0.40
N -1.33 0.55 -0.14
N -1.61 -0.86 1.62
Si -2.60 -2.02 2.49
C -4.34 -1.32 2.59
C -2.08 -2.36 4.24
C -2.70 -3.71 1.63
H -0.99 1.50 0.43
H -1.89 3.49 0.25
H 0.92 2.25 -0.43
H -2.84 0.87 -3.19
H -3.85 -1.24 -2.36
H -3.37 -2.11 -0.16
H -4.35 -0.43 3.22
H -5.02 -2.05 3.02
H -4.72 -1.03 1.61
H -1.66 -1.47 4.71
H -1.34 -3.15 4.35
H -2.98 -2.66 4.79
H -3.50 -3.77 0.89
H -2.88 -4.48 2.38
H -1.77 -3.96 1.11
N 3.39 0.85 2.76
C 2.40 0.17 3.48
N 2.51 -0.13 4.75
N 1.38 -0.80 5.02
N 0.64 -0.89 3.97
N 1.27 -0.29 2.94
C 3.14 1.36 1.51
N 3.70 2.47 1.04
N 3.19 2.61 -0.17
N 2.38 1.63 -0.44
N 2.35 0.76 0.62
H 4.02 1.41 3.33
Cl -0.43 2.85 -0.16
Ge 0.06 5.23 -1.19
Cl 0.42 3.24 2.42
Cl -0.67 3.25 -2.96
N 0.87 -3.13 1.58
C 0.78 -2.88 0.24
C 0.71 -3.93 -0.69
C 0.74 -3.62 -2.03
C 0.88 -2.29 -2.44
C 0.93 -1.33 -1.45
N 0.85 -1.60 -0.14
H 0.53 -4.01 1.91
H 0.74 -2.35 2.22
H 0.63 -4.95 -0.35
H 0.68 -4.42 -2.77
H 0.94 -2.01 -3.48
H 1.04 -0.28 -1.71

=====

54
Properties=species:S:1:pos:R:3 method="wB97M-V/def2-TZVPD" smiles="C[C@H](Cl)C[C@](C#N)([C@@H](S)C#N)P(O)O.O=C1OCCO1.O=C1OCCO1.O=C1OCCO1" total_energy_ha=-2759.8356 gap_ha=0.34627 total_charge=0 fmax_ha_per_bohr=0.00710
C 3.35 1.84 -0.34
C 2.40 0.69 -0.61
Cl 3.21 -0.49 -1.73
C 1.07 1.14 -1.24
C -0.18 0.92 -0.36
C 0.03 1.61 0.91
N 0.27 2.17 1.88
C -0.54 -0.57 -0.09
S -0.57 -1.66 -1.54
C 0.27 -1.17 0.98
N 0.92 -1.64 1.81
P -1.67 1.68 -1.30
O -1.32 3.27 -1.10
O -2.86 1.47 -0.25
H 4.27 1.47 0.12
H 2.88 2.51 0.39
H 3.59 2.39 -1.25
H 2.25 0.13 0.31
H 0.92 0.67 -2.21
H 1.16 2.21 -1.45
H -1.57 -0.62 0.27
H 0.66 -1.40 -1.99
H -0.46 3.46 -0.69
H -2.77 1.90 0.62
C -3.08 -4.60 3.17
C -1.86 -4.73 2.26
O -2.00 -3.59 1.41
C -2.74 -2.66 2.05
O -2.87 -1.54 1.69
O -3.30 -3.18 3.17
H -2.91 -4.94 4.18
H -3.96 -5.09 2.75
H -0.92 -4.65 2.81
H -1.86 -5.64 1.66
C 6.04 -0.59 -4.40
C 7.06 -0.18 -5.45
O 6.93 1.24 -5.45
C 6.42 1.63 -4.25
O 6.34 2.75 -3.88
O 6.01 0.55 -3.55
H 6.33 -1.47 -3.83
H 5.04 -0.74 -4.82
H 8.08 -0.44 -5.16
H 6.85 -0.57 -6.44
C -5.92 0.75 3.00
C -6.25 2.16 3.49
O -4.95 2.76 3.56
C -4.13 2.09 2.74
O -3.02 2.45 2.46
O -4.71 0.97 2.28
H -6.67 0.32 2.35
H -5.71 0.07 3.82
H -6.85 2.71 2.76
H -6.73 2.19 4.46